The following is a DFT calculation (ωB97M-V/def2-TZVPD) of a structure of composition C35H45BiCl4N3O10S3SeSi in a non-equilibrium geometry.

F_max = 0.080 hartree/bohr
Frontier orbital gap = 7.361 eV
HOMO = -0.2013 hartree
Energy relative to the best compared isomer or geometry (same formula, charge and spin) = 42.1 kcal/mol

ORCA input file:
```
! wB97M-V def2-TZVPD RIJCOSX def2/J DEFGRID3
* xyz -1 1
H -6.56353 0.74756 0.31082
C -3.69712 0.47047 -0.86195
H -3.19642 -2.10053 -1.30373
S 1.85852 1.04843 -1.91975
C -2.44010 3.49362 -1.46282
C -1.03180 -2.70740 -5.74136
H -1.93839 -2.27850 -6.16110
H -5.24452 -1.02246 -2.73951
C 2.88874 0.59702 4.99979
H -0.90766 0.87229 -2.76188
O -0.35438 2.57992 4.27455
H -4.75508 2.36814 -0.76249
N -2.20509 -1.83985 1.80716
C -5.79686 -1.64304 -2.03787
C -1.01420 -0.73364 -4.18987
H -5.36329 -2.63968 -2.03543
H 0.12807 3.38884 1.40509
C -6.48460 -2.03295 0.32438
H -0.75922 -1.00875 -0.94372
C 1.81742 2.61869 -2.84851
Si 4.33521 -2.64717 -0.51218
H -3.15672 3.51638 -2.27498
H -0.66763 -1.35539 3.16873
Se 2.12694 -1.73250 -0.35292
Cl 6.26418 2.81181 -0.85843
O 3.65986 1.26555 2.58892
C 3.01812 0.45775 7.39445
Cl 6.33086 1.27365 1.56774
H 2.45190 2.50730 -3.72009
C 5.42784 -1.63314 -1.72952
H 4.78316 -4.68567 -2.00011
C -3.43771 -1.93728 -0.25470
H -3.72108 -0.53558 1.74556
H -6.52508 -1.60462 1.32081
N -0.29757 -0.97517 1.11927
H -6.82022 -1.72378 -2.39947
O 4.88497 -0.48296 3.77100
C -1.02703 -1.39866 2.16434
C -1.74043 2.66220 0.66750
Bi 1.79055 0.25621 1.09713
C -1.29858 4.27027 -1.54395
C -0.38357 4.23556 -0.50283
H 3.47379 0.04740 8.28146
H 0.50551 2.49388 6.38953
C -5.81435 -1.03856 -0.63242
C -0.35728 0.14495 -3.34546
H -4.00546 0.45747 -1.90646
C 1.35344 1.82926 6.35466
S 0.80820 1.93740 3.69416
Cl 1.02081 5.22670 -0.56220
C 1.07561 -1.75442 -4.75867
O 4.08236 0.42515 0.09589
S 3.60707 0.09264 3.43998
O 0.72226 1.16847 -0.94893
H -0.40100 -3.07036 -6.54975
C -6.66180 0.23729 -0.64113
C 3.98098 -4.36077 -1.34708
H -3.90760 -2.82569 0.17040
H 4.38878 -3.41345 1.87218
H 6.45889 -1.97292 -1.71024
C 1.73611 -0.87204 -3.92381
C 5.36153 2.35435 0.58902
C 1.01789 0.07266 -3.21312
H 5.06349 -1.70133 -2.75100
O -4.55215 -0.40509 1.26339
H 3.06662 -4.24971 -1.92264
H 5.41497 -0.59041 -1.43153
H 5.13641 -1.85164 1.71774
H 4.34121 -0.55048 6.01345
O 1.52886 2.76389 2.75818
C -0.30766 -1.70336 -4.89210
C -1.06139 -1.18415 0.06962
O 0.46553 0.61493 3.12525
O 2.69670 -0.92619 2.83314
C 3.49501 0.10495 6.14361
H 2.23079 3.35153 -2.16715
H -6.35579 0.90817 -1.43664
C 5.05173 -2.82507 1.24478
Cl 4.88258 3.78258 1.47154
C -2.68479 2.69603 -0.35214
H 3.81542 -5.13853 -0.61070
H -5.93859 -2.97068 0.37669
H 2.80304 -0.93484 -3.78538
H 1.55895 1.60801 8.47177
H -2.09027 -0.67234 -4.29204
O 3.21809 2.39670 -0.38324
H -1.31652 -3.56811 -5.13502
H -4.20102 1.74500 0.79549
H -1.89759 2.04566 1.54099
C -4.38118 -0.70209 -0.10055
H -1.12402 4.90620 -2.39944
H -7.49517 -2.25026 -0.01468
C 1.82500 1.46677 5.10308
C -0.59101 3.42789 0.60145
N -2.22327 -1.71008 0.46820
H -2.61775 0.30676 -0.84415
C -3.93298 1.86274 -0.25531
C 4.09563 1.66626 0.07182
H -7.70810 -0.01504 -0.79676
H 1.63193 -2.51177 -5.29195
H 0.79793 2.86572 -3.11716
C 1.94353 1.32807 7.50204
H 6.03165 -3.28906 1.25129
*
```


The following is a DFT calculation (ωB97M-V/def2-TZVPD) of a structure of composition C35H45CoNO6PS3Si in a non-equilibrium geometry.

F_max = 0.098 hartree/bohr
Frontier orbital gap (spin up / spin down) = 6.492 / 6.540 eV
HOMO (spin up / spin down) = -0.1483 / -0.1510 hartree
Expectation value of S² = 3.76
Energy relative to the best compared isomer or geometry (same formula, charge and spin) = 21.2 kcal/mol

ORCA input file:
```
! wB97M-V def2-TZVPD RIJCOSX def2/J DEFGRID3
* xyz -1 4
O -3.04989 0.70698 0.24700
C -4.53213 4.98037 0.15922
H -2.50011 -5.60662 -1.88861
H 1.10158 -3.83396 -4.99318
H -1.26703 6.12105 0.35016
H 2.93780 -5.63700 -4.21732
H -2.62992 -1.90756 -2.83896
H -5.02987 2.92146 -0.20941
H 1.01879 4.30940 4.87643
C -2.95663 3.20970 -0.20054
H -3.61684 -3.45512 0.57910
C -4.24939 3.64771 -0.05814
C -2.35318 -3.44944 -1.26502
H 3.17674 -4.16094 0.54731
H -4.01925 -2.29793 -1.80997
H 0.03611 -4.09404 3.29158
C 0.97439 -3.62674 3.14194
H 2.92009 -2.57142 1.31067
O -1.20153 1.58550 -1.27752
C 3.39589 -3.14378 -3.09247
H 1.58684 -4.12714 3.88361
C 0.99907 0.46063 3.86156
C 2.81572 -3.64954 1.41726
C -1.86528 4.04607 0.14145
C 0.76261 4.64387 -3.57168
H 1.98137 0.73360 4.26131
H -2.97578 -4.39185 -3.09657
H -4.02982 -4.69614 -1.65384
H 3.11564 -5.90405 -2.53388
C -2.12416 5.44618 0.21427
C -3.46427 5.85769 0.43067
H 0.82715 -2.54582 -3.84078
H -2.14793 -2.59798 0.74397
H 1.00321 -2.58117 3.31948
C 2.41064 -5.51458 -3.27166
P -0.22280 3.39739 0.22098
H 1.43829 -6.06557 2.28821
C 2.10284 -3.99724 -3.00382
C -0.15601 0.15485 4.66891
H -3.60324 6.87435 0.76118
S 0.72157 -0.89768 -1.29491
C 1.01783 -5.46639 1.47835
H -0.01041 -0.07115 5.73398
H 0.07335 -4.15450 -3.53960
H 3.23140 -2.10122 -3.06045
H 1.49854 -6.11270 -3.23369
H -0.05568 -5.60177 1.56247
C 0.71393 3.87833 -1.29513
C 1.30521 5.58298 1.22536
H 2.61058 5.61552 -4.22356
H -2.65126 -1.20167 -1.24443
S -2.71209 1.62197 -0.90129
H 3.94507 -3.38334 -3.99197
H -2.30028 -0.45057 2.14777
H 2.68030 3.68730 -0.36390
H 2.59725 7.04837 2.07222
C -2.57920 -3.49827 0.30057
N -0.40386 0.33030 1.92770
H 3.77196 4.95562 -2.10961
O 0.58424 -3.19797 0.76318
H 2.44697 6.42060 4.39053
H -2.14053 -4.35650 0.89535
C 2.00399 5.78442 3.60436
H 4.07302 -3.36296 -2.25584
H 3.43431 -3.97163 2.27424
C -1.43757 -0.05731 2.68865
C 0.91212 -3.62556 -3.90539
H -2.28573 -0.05232 4.65573
C -2.88827 -2.13576 -1.79980
C -2.99073 -4.57125 -2.00904
O 1.62278 -3.84765 -1.59960
H -5.57254 5.23771 0.24388
C -1.39608 0.04213 4.10859
C 2.11417 3.95681 -1.24107
O -3.50757 1.50004 -2.05711
S 1.98035 1.12635 1.30918
Si 0.44712 -2.93891 -0.85610
C 1.38517 -4.02174 1.70466
C 0.82776 0.57556 2.45099
C 0.06980 4.12377 -2.49396
Co 0.09974 1.05798 0.12019
C 0.56809 4.47070 1.51986
H 1.34736 -5.89108 0.53709
C 2.07764 5.00292 -3.46630
C 0.54160 4.01606 2.85152
H -0.99941 3.93190 -2.60211
C 2.00131 6.18885 2.29215
O -0.92253 -3.50930 -1.48871
H -0.06802 3.09681 3.05559
C 1.23424 4.65021 3.89523
H 1.33773 5.95024 0.21333
H 0.26988 4.76773 -4.60633
C 2.76572 4.61681 -2.27573
*
```


The following is a DFT calculation (ωB97M-V/def2-TZVPD) of a structure of composition C35H45F12N5O2RuS2Si4Te in a non-equilibrium geometry.

F_max = 0.032 hartree/bohr
Frontier orbital gap (spin up / spin down) = 5.477 / 4.856 eV
HOMO (spin up / spin down) = -0.2543 / -0.2543 hartree

ORCA input file:
```
! wB97M-V def2-TZVPD RIJCOSX def2/J DEFGRID3
* xyz 0 1
C 3.05036 -2.44560 0.42793
C 6.00796 -4.61289 1.51558
C 3.30540 -2.27024 2.79202
C 0.69654 4.90955 -1.64663
H 0.81500 5.87901 -1.15419
N -1.46710 -2.54829 -0.62482
C -1.91918 -0.94962 4.28285
C -0.72201 3.30791 -5.46434
F 4.41280 -1.95481 -2.13660
F -3.10791 -0.43299 4.62391
H -1.63633 5.66536 0.46287
H -3.97205 -0.67669 -1.80297
C 0.55330 0.93275 4.82123
H -2.72478 4.27598 0.34457
H -3.31224 -5.33404 -0.88885
N 1.49080 -0.99025 1.74912
C 0.34787 0.20297 3.63980
C -4.19204 -0.06078 -2.67846
C 2.68643 0.53207 3.18198
C 1.76953 1.46947 5.19227
H -2.59969 -6.00040 1.62020
C -4.47966 2.30306 -0.82232
H 0.58229 -3.41307 4.73679
H 5.67217 -5.63928 1.35112
N 0.59243 -3.14432 3.76817
H -5.40666 2.72291 -3.85002
H -1.91644 5.37573 -3.73395
H 1.12442 2.04079 7.16784
O 1.13776 -1.61099 -0.86471
H 1.34927 4.19136 -1.14483
H 0.80731 -2.17227 3.58882
C 1.69625 2.16553 -3.96622
F 1.36301 -4.40796 -0.64725
C -1.57254 -4.12750 1.17012
S -2.77934 -3.59867 -2.54938
F 3.05435 -4.35523 -1.99901
H -0.28653 3.16608 -6.45732
Si -1.10478 4.38117 -1.56656
C -1.82286 1.35662 3.18036
H 4.86148 -3.39531 3.70797
C 2.61363 -1.85407 1.64045
H -0.29173 1.11875 5.46891
H 3.01232 -1.86156 3.74919
O -1.31889 -0.58378 1.98788
F 3.41933 -0.20599 -1.33980
H 6.68361 -4.35494 0.69842
H 1.85456 3.34853 6.24152
F -1.23983 -1.15628 5.43039
H -3.18377 5.40066 -2.49764
H -0.40569 4.28925 -5.10161
F 1.17083 -3.51228 -2.60142
C 4.84093 -3.66331 1.57789
C 1.47311 -0.09578 2.83827
H -5.27571 -0.07526 -2.83202
F -2.97062 1.30465 2.49867
C -0.26539 -3.75401 2.93382
H 0.24026 -0.48727 -4.74776
Te -0.09627 1.16273 -0.32977
H -3.98316 1.88687 0.05794
H -3.96167 3.74141 -3.87691
Si -3.65884 1.72033 -2.40549
S -1.02419 -5.24785 3.36368
H 0.08682 0.42937 -6.23380
C 3.21383 -1.41367 -1.87455
Si -0.13372 1.94679 -4.30579
H -3.72386 -0.51350 -3.55514
H -1.37442 0.01109 -5.34222
C -2.02113 -3.72723 -0.15155
H -1.24959 -1.51760 -3.66025
C -2.79178 -4.40116 -1.02557
N -0.62759 -3.29634 1.76015
C -1.69430 4.60497 0.19921
F -2.17850 -2.16338 3.77762
C -0.32836 0.31217 -5.22905
C 4.15264 -3.30285 0.43434
H 4.49488 -3.71480 -0.50399
F 2.59981 -1.23170 -3.06038
H 1.03744 5.01920 -2.67936
C 1.91352 2.27877 6.45496
H 3.53151 0.38069 2.52279
C -1.90757 -5.21820 1.88192
H 6.57842 -4.59472 2.44435
H 1.90863 3.12007 -3.48206
H 3.79909 1.74586 4.53262
C 2.00273 -3.65171 -1.55535
H -4.00828 2.24486 -4.81504
H -0.30023 -1.07119 -2.31774
C 2.34093 -2.26150 -0.91871
C -1.11984 -0.06612 3.22455
H 2.25916 2.12609 -4.90321
Si -1.34236 2.12158 -2.28408
H 2.87532 2.09344 6.93551
H -5.52513 1.98261 -0.80797
F -1.03391 2.25181 2.56443
C 4.37849 -3.13450 2.77205
H -1.80970 3.32380 -5.57202
Ru -0.06879 -1.53424 0.67246
C -1.71113 -2.39847 -1.90598
H -1.06755 4.04803 0.89773
C -4.31302 2.70754 -3.87150
N -1.18719 -1.42314 -2.66197
H -1.86263 6.56626 -2.42790
F -2.10667 1.87912 4.39247
C 2.83766 1.29149 4.31636
H 2.06630 1.37144 -3.31096
C -2.11186 5.52832 -2.67060
H -4.46547 3.39270 -0.73840
*
```


> F_max of number 1 (C35H45BiCl4N3O10S3SeSi)?

0.080 hartree/bohr


> What is the formula in the first record?

C35H45BiCl4N3O10S3SeSi